## a
ORCA calculation (the ωB97M-V functional and the def2-TZVPD basis) on an isolated molecule of C4H7NO.

Each line ends with the natural charge from an NBO analysis.
Geometry (Å):
O 1.6496 0.4109 2.2105  -0.67
C 1.5610 0.4384 0.8436  0.09
C 0.3694 0.8018 0.3481  -0.16
N -0.1997 0.4754 -0.8959  -0.41
C -0.3518 -0.9414 -1.1895  -0.25
C -1.5326 -0.1139 -0.8468  -0.25
H 2.4705 0.1648 0.3149  0.19
H -0.1939 1.4850 0.9804  0.19
H 0.7034 0.2664 2.4022  0.48
H -0.0301 -1.6609 -0.4313  0.19
H -0.1387 -1.2238 -2.2151  0.20
H -2.2171 0.2331 -1.6146  0.20
H -1.9936 -0.3049 0.1274  0.19

HOMO-LUMO gap = 0.32479 Eh
LUMO energy = 0.034 hartree
2S+1 = 1

***

## b
ORCA calculation (the ωB97M-V functional and the def2-TZVPD basis) on a cluster of 2 separate species, C4H7NO in total.

Each line ends with the natural charge from an NBO analysis.
Geometry (Å):
C -0.7136 0.4933 0.2684  -0.05
C -1.6643 1.3714 -0.0324  -0.34
C 0.4960 -0.0024 0.9776  -0.47
C -0.6508 -0.8923 0.4454  0.00
N 1.2663 -1.5178 -1.4967  -0.46
O -0.0169 -1.6826 -1.2681  -0.42
H -2.6081 1.0774 -0.3302  0.19
H -1.7327 2.4068 -0.1033  0.20
H 1.4018 0.0528 0.4120  0.22
H 0.5035 -0.0058 2.0173  0.23
H -1.1233 -1.8003 0.7949  0.24
H 1.9341 -1.5688 -0.7534  0.33
H 1.2680 -0.6616 -2.0020  0.33

HOMO-LUMO gap (spin up / spin down) = 0.29281 / 0.29300 Eh
LUMO energy (spin up / spin down) = 0.004 / 0.004 hartree
2S+1 = 1

***

The structure with the greatest stability is a.

***

## a
ORCA calculation (the ωB97M-V functional and the def2-TZVPD basis) on an isolated molecule of C4H7NO.

Each line ends with the natural charge from an NBO analysis.
Geometry (Å):
O -2.6395 -0.7637 1.3867  -0.51
C -1.8557 -0.3446 0.5646  0.42
C -0.6153 0.4774 0.8429  -0.39
N 0.3714 0.5799 -0.2490  -0.45
C 0.7334 -0.4070 -1.2054  -0.25
C 1.7029 0.0978 -0.1782  -0.24
H -2.0386 -0.4968 -0.5214  0.10
H -0.2129 0.3149 1.8649  0.22
H -0.7125 1.5332 0.5096  0.31
H 0.7594 0.0029 -2.2158  0.20
H 0.3010 -1.3991 -1.0911  0.19
H 1.9514 -0.5477 0.6637  0.19
H 2.4480 0.8489 -0.4384  0.20

HOMO-LUMO gap = 0.36156 Eh
LUMO energy = 0.036 hartree
2S+1 = 1

***

## b
ORCA calculation (the ωB97M-V functional and the def2-TZVPD basis) on a structure of composition C4H7NO.

Each line ends with the natural charge from an NBO analysis.
Geometry (Å):
C -0.0416 0.4764 0.3480  0.26
N 2.1586 -0.3221 -0.3086  -0.83
C 0.8202 -0.6512 0.0362  -0.25
C -1.3107 0.0258 0.1968  -0.16
C -2.5854 0.2400 -0.0954  -0.44
O 0.3460 1.7066 0.7695  -0.65
H 1.2728 1.6787 1.0438  0.49
H 2.3964 0.0692 -1.5434  0.35
H 2.8031 -1.0979 -0.2532  0.37
H 0.8747 -1.6094 0.5527  0.23
H -0.4807 -1.1667 -0.2751  0.22
H -2.9047 1.1438 -0.6055  0.20
H -3.3488 -0.4934 0.1344  0.20

HOMO-LUMO gap = 0.31611 Eh
LUMO energy = 0.020 hartree
2S+1 = 1

***

The structure with the greatest stability is a.

***

## a
ORCA calculation (the ωB97M-V functional and the def2-TZVPD basis) on an isolated molecule of C4H7NO.

Each line ends with the natural charge from an NBO analysis.
Geometry (Å):
C -1.3227 -0.7406 1.4497  -0.41
C -0.2028 -0.0375 1.8275  -0.20
C 0.8598 0.5514 0.8838  -0.27
C 0.3414 -0.3023 -1.3609  0.54
H -1.5385 -0.9188 0.3084  0.21
H -1.8984 -1.2587 2.2311  0.22
H 0.0956 0.0881 2.9049  0.21
H 1.6767 -0.2084 0.6971  0.21
H 1.4287 1.4463 1.2427  0.22
H -0.1554 1.5761 -0.7154  0.40
H 0.7720 -1.3854 -1.0074  0.11
N 0.4768 0.8015 -0.4749  -0.65
O -0.2215 -0.2220 -2.3922  -0.58

HOMO-LUMO gap = 0.39619 Eh
LUMO energy = 0.037 hartree
2S+1 = 1

***

## b
ORCA calculation (the ωB97M-V functional and the def2-TZVPD basis) on an isolated molecule of C4H7NO.

Each line ends with the natural charge from an NBO analysis.
Geometry (Å):
C -1.4350 -1.4775 -0.4959  -0.67
C -0.3370 -0.5257 -0.1711  0.55
N 0.5972 -0.1908 -0.9633  -0.49
C 1.0826 1.0930 -0.4552  -0.27
C 0.5759 1.1409 0.9920  -0.10
O -0.5042 0.1876 0.9772  -0.50
H -1.0796 -2.2600 -1.1683  0.24
H -2.1775 -0.8772 -1.0371  0.24
H -1.9094 -1.8987 0.3934  0.23
H 2.1624 1.2136 -0.5585  0.21
H 0.5889 1.8645 -1.0594  0.19
H 0.1669 2.1066 1.2972  0.19
H 1.3264 0.8157 1.7229  0.18

HOMO-LUMO gap = 0.38147 Eh
LUMO energy = 0.038 hartree
2S+1 = 1

***

The structure with the greatest stability is b.

***

## a
ORCA calculation (the ωB97M-V functional and the def2-TZVPD basis) on a structure of composition C3HN3O.

Each line ends with the natural charge from an NBO analysis.
Geometry (Å):
C 2.0631 0.1197 1.0094  -0.10
C 0.9779 0.2012 0.5658  -0.10
C -0.3640 0.2386 0.0335  0.40
H 3.0104 -0.1481 1.3822  0.24
N -1.4992 0.7438 0.0915  -0.25
N -2.1598 0.3063 -0.7991  -0.07
N -1.5665 -0.6887 -1.4528  0.09
O -0.4620 -0.7728 -0.8305  -0.21

HOMO-LUMO gap = 0.38599 Eh
LUMO energy = -0.008 hartree
2S+1 = 1

***

## b
ORCA calculation (the ωB97M-V functional and the def2-TZVPD basis) on a structure of composition C3HN3O.

Each line ends with the natural charge from an NBO analysis.
Geometry (Å):
N -0.6395 1.5549 1.2582  -0.18
C -1.4008 0.9694 0.5486  0.10
C -0.1600 0.2289 -0.0391  -0.16
C 0.4155 -1.0112 0.4738  0.38
O 1.2449 -1.6462 -0.1379  -0.53
N 0.9084 1.0660 -2.0607  0.14
N 0.3907 0.7200 -1.1290  0.10
H 0.0281 -1.3163 1.4613  0.14

HOMO-LUMO gap (spin up / spin down) = 0.30608 / 0.30610 Eh
LUMO energy (spin up / spin down) = -0.041 / -0.041 hartree
2S+1 = 1

***

## c
ORCA calculation (the ωB97M-V functional and the def2-TZVPD basis) on an isolated molecule of C3HN3O.

Each line ends with the natural charge from an NBO analysis.
Geometry (Å):
N -0.8918 0.9979 0.7211  -0.55
C -1.7970 1.3076 1.4162  0.35
C -0.1047 0.1683 -0.0717  -0.04
C 0.8958 -0.7238 0.4647  0.38
O 1.5908 -1.4136 -0.2461  -0.53
N -0.3612 0.1580 -2.4881  0.14
N -0.2912 0.2061 -1.3658  0.11
H 0.9592 -0.7006 1.5697  0.14

HOMO-LUMO gap = 0.33531 Eh
LUMO energy = -0.020 hartree
2S+1 = 1

***

The structure with the greatest stability is c.

***

## a
ORCA calculation (the ωB97M-V functional and the def2-TZVPD basis) on a structure of composition C2H4N4O2.

Each line ends with the natural charge from an NBO analysis.
Geometry (Å):
C -0.3977 -1.1737 0.1991  0.77
C 0.4303 0.5895 -0.7861  0.63
H -0.1359 1.6946 2.2280  0.40
H -1.0140 2.6667 0.4254  0.28
H 0.3992 -3.3703 0.3704  0.55
H 1.6518 0.8714 -2.2138  0.35
N 0.0700 1.9143 1.0699  -0.53
N -0.2141 0.8698 0.3565  -0.17
N -1.0265 -0.2249 0.7905  -0.36
N 1.0163 1.4557 -1.5897  -0.73
O -0.4231 -2.5245 0.6527  -0.71
O 0.4210 -0.7832 -0.8626  -0.47

HOMO-LUMO gap = 0.28496 Eh
LUMO energy = -0.016 hartree
2S+1 = 1

***

## b
ORCA calculation (the ωB97M-V functional and the def2-TZVPD basis) on an isolated molecule of C2H4N4O2.

Each line ends with the natural charge from an NBO analysis.
Geometry (Å):
C 0.4512 1.2571 -0.0789  0.59
C 0.4484 -0.8517 -0.1680  0.64
H -1.9578 -1.2396 1.5617  0.38
H -2.6289 -1.2138 -0.0540  0.39
H 1.7444 2.5520 -0.4473  0.49
H -0.1258 -2.4837 0.2302  0.50
N -1.7958 -1.2060 0.5536  -0.67
N -0.8194 -0.4161 0.0817  -0.11
N -0.7431 0.9385 0.2887  -0.37
N 1.2546 0.1722 -0.3616  -0.57
O 0.8058 2.5871 -0.2506  -0.65
O 0.7313 -2.1455 -0.2177  -0.62

HOMO-LUMO gap = 0.35430 Eh
LUMO energy = 0.017 hartree
2S+1 = 1

***

The structure with the greatest stability is b.

***

## a
ORCA calculation (the ωB97M-V functional and the def2-TZVPD basis) on an isolated molecule of C2H4N4O2.

Each line ends with the natural charge from an NBO analysis.
Geometry (Å):
C 0.1389 0.1127 -0.6882  0.61
C 0.8839 0.6395 1.7277  0.15
H -1.9801 -1.1847 -1.5755  0.48
H 0.2156 0.0437 -2.6052  0.39
H 1.1897 0.8083 2.7687  0.21
H -1.1281 -0.0068 1.9787  0.38
N -0.4068 -0.0785 -1.7822  -0.34
N 1.3968 0.2703 -0.5274  -0.36
N 1.7986 0.7160 0.8097  -0.26
N -0.2319 -0.1695 1.3920  -0.36
O -1.0217 -1.4224 -1.6706  -0.55
O -0.8547 0.2715 0.1723  -0.35

HOMO-LUMO gap = 0.35190 Eh
LUMO energy = 0.017 hartree
2S+1 = 1

***

## b
ORCA calculation (the ωB97M-V functional and the def2-TZVPD basis) on an isolated molecule of C2H4N4O2.

Each line ends with the natural charge from an NBO analysis.
Geometry (Å):
C -1.1694 1.1895 -0.1802  -0.08
C 1.7292 -0.2309 -0.2513  0.18
N -0.0206 1.0505 0.7024  -0.18
N 0.8553 0.3119 0.3722  0.02
N -2.1995 0.3178 0.1816  -0.83
N 2.3887 -1.4313 -0.1875  0.47
O 2.4108 -2.2154 -1.0844  -0.34
O 2.9418 -1.5354 0.8961  -0.38
H -1.5890 2.2256 0.0222  0.21
H -0.9233 0.8819 -1.2197  0.19
H -1.9926 -0.4977 -0.3499  0.35
H -2.4315 -0.0665 1.0985  0.39

HOMO-LUMO gap = 0.33381 Eh
LUMO energy = -0.023 hartree
2S+1 = 1

***

The structure with the greatest stability is a.